# C23H25CaF9N4OS

A molecular structure, C23H25CaF9N4OS (ωB97M-V with the def2-TZVPD basis set, the OMol25 dataset).

Each line ends with the natural charge from an NBO analysis.
Geometry (Å):
Ca: 0.24276 0.17722 0.05075  1.758
C: -0.37753 -0.89070 -2.88083  -0.450
N: 0.43469 -1.47501 -1.81314  -0.515
C: 1.76859 -1.78474 -2.32396  -0.416
C: -0.19825 -2.69516 -1.26834  -0.226
C: -1.42607 -2.45496 -0.39935  -0.241
N: -1.06654 -1.57772 0.69963  -0.830
C: -1.97892 -1.17852 1.60610  0.093
C: -1.65968 -0.12195 2.48958  0.258
F: -0.41870 0.48086 2.35686  -0.383
C: -2.51921 0.40810 3.41965  0.350
F: -2.09155 1.43412 4.17747  -0.316
C: -3.79587 -0.08292 3.58212  -0.410
C: -4.14735 -1.12749 2.74760  0.355
F: -5.37521 -1.66144 2.85368  -0.312
C: -3.29148 -1.66006 1.81203  0.269
F: -3.74105 -2.69316 1.06301  -0.329
H: -0.45320 -1.57468 -3.73713  0.179
H: 0.07588 0.04177 -3.21731  0.213
H: -1.37674 -0.66360 -2.50819  0.233
H: 1.72784 -2.52661 -3.13354  0.179
H: 2.39225 -2.17836 -1.52159  0.202
H: 2.23395 -0.87810 -2.71409  0.204
H: 0.55395 -3.19638 -0.65453  0.195
H: -0.45268 -3.37043 -2.09836  0.179
H: -1.76063 -3.44433 -0.06964  0.196
H: -2.24728 -2.04526 -1.00280  0.187
H: -4.48057 0.32505 4.30983  0.244
C: 3.37002 -1.63202 4.24241  -0.588
C: 3.84537 -2.01222 2.83340  -0.167
C: 5.30693 -1.59978 2.62198  -0.587
C: 3.66154 -3.51634 2.58903  -0.589
C: 3.00712 -1.28474 1.86245  0.427
N: 2.34321 -0.70625 1.12876  -0.468
H: 3.98467 -2.15797 4.97381  0.220
H: 2.32841 -1.91506 4.39396  0.230
H: 3.46694 -0.55984 4.41433  0.223
H: 5.92962 -2.13681 3.33830  0.221
H: 5.44082 -0.52960 2.78145  0.222
H: 5.64499 -1.84805 1.61556  0.220
H: 4.27232 -4.06610 3.30609  0.220
H: 3.97703 -3.79311 1.58251  0.219
H: 2.62013 -3.80970 2.72178  0.229
C: 0.47743 4.15819 -0.10934  -0.730
C: 1.41813 3.30310 -0.90488  0.724
N: 2.25533 3.91561 -1.75357  -0.784
O: 1.43213 2.07357 -0.78413  -0.751
H: 0.47034 5.19880 -0.42778  0.215
H: 0.76683 4.10541 0.94134  0.246
H: -0.51730 3.71784 -0.19271  0.284
H: 2.21799 4.90668 -1.90186  0.404
H: 2.86116 3.35381 -2.32688  0.408
F: -3.94811 3.92557 -5.59492  -0.293
C: -3.53265 3.36991 -4.45222  0.240
C: -2.19045 3.16802 -4.21674  0.259
F: -1.28667 3.53696 -5.13718  -0.300
C: -1.77919 2.59084 -3.03017  0.288
F: -0.45093 2.42690 -2.87772  -0.327
C: -2.65328 2.18370 -2.02453  -0.247
S: -2.17775 1.44273 -0.51852  -0.544
C: -4.00604 2.40485 -2.30833  0.303
F: -4.93811 2.05049 -1.42285  -0.293
C: -4.44190 2.98145 -3.48537  0.304
F: -5.74751 3.16761 -3.70298  -0.300

LUMO level: 0.001 Eh
E_HOMO: -6.733 eV
Energy above the lowest of the compared OMol25 structures with the same formula, charge and spin: 9.7 kcal/mol
2S+1: 1
Total charge: 0
E_tot: -3160.38317 a.u.
Gap between HOMO and LUMO: 6.8 eV